Record 1
{
  "formula": "CH3BrCl2OSi",
  "method": "wB97M-V/def2-TZVPD",
  "elements": ["C", "O", "Si", "Cl", "Cl", "Br", "H", "H", "H"],
  "xyz": [[-1.279, -0.040, 0.801], [-0.863, 0.331, -0.492], [1.222, 0.041, -0.889], [1.782, -1.214, 0.532], [1.263, -0.931, -2.642], [2.100, 1.982, -0.806], [-2.249, 0.470, 0.920], [-0.569, 0.463, 1.453], [-1.406, -1.102, 1.123]],
  "forces_ev_per_a": [[0.0, 1.1, 0.5], [4.1, -1.4, -1.7], [-5.3, 0.1, 0.6], [0.5, -0.4, 0.8], [0.1, 0.2, -0.3], [0.3, 0.4, -0.1], [0.1, -0.3, 0.2], [-0.2, -0.2, 0.9], [0.4, 0.4, -0.9]],
  "smiles": "CO[Si](Cl)(Cl)Br",
  "de_lowest_kcal_mol": 40.1,
  "lumo_ev": 0.104,
  "homo_lumo_gap_ev": 9.771
}

=====

Record 2
{
  "formula": "CH3BrClN",
  "method": "wB97M-V/def2-TZVPD",
  "elements": ["C", "N", "Cl", "Br", "H", "H", "H"],
  "xyz": [[-0.684, 0.248, -0.059], [0.621, -0.281, 0.398], [1.079, -1.839, -0.245], [2.054, 0.933, -0.148], [-0.702, 1.162, 0.550], [-0.963, 0.083, -1.151], [-1.405, -0.305, 0.654]],
  "forces_ev_per_a": [[-0.7, -2.0, 2.0], [1.0, 0.4, -0.4], [-0.6, 0.2, 0.0], [-0.7, -0.3, 0.1], [-0.1, 0.7, -1.6], [0.5, 1.0, 1.5], [0.7, 0.1, -1.6]],
  "de_lowest_kcal_mol": 62.0,
  "lumo_ev": -0.343,
  "homo_lumo_gap_ev": 9.264
}

=====

Record 3
{
  "formula": "CH3BrClN",
  "method": "wB97M-V/def2-TZVPD",
  "elements": ["C", "N", "Cl", "Br", "H", "H", "H"],
  "xyz": [[0.548, 0.273, -0.337], [-0.565, -0.641, 0.358], [1.991, -0.691, -0.146], [-2.349, -0.045, -0.091], [0.529, 1.304, 0.283], [0.481, 0.507, -1.427], [-0.636, -0.707, 1.360]],
  "forces_ev_per_a": [[-2.0, 1.3, 3.1], [-0.1, 0.8, -3.4], [0.6, 0.2, 0.2], [0.9, -0.1, 0.1], [0.6, -2.3, -1.5], [-0.9, -0.7, 1.1], [0.9, 0.7, 0.4]],
  "smiles": "ClCNBr",
  "de_lowest_kcal_mol": 43.1,
  "lumo_ev": 0.210,
  "homo_lumo_gap_ev": 9.680
}

=====

Record 4
{
  "formula": "CH3BrClN",
  "method": "wB97M-V/def2-TZVPD",
  "elements": ["C", "N", "Cl", "Br", "H", "H", "H"],
  "xyz": [[0.176, 0.089, -1.978], [-0.414, 0.784, -2.852], [0.590, 0.300, -0.226], [2.965, -1.031, 2.602], [0.466, -0.976, -2.187], [-0.892, 1.585, -2.478], [2.594, -0.634, 1.243]],
  "forces_ev_per_a": [[-0.2, -1.5, -0.9], [0.5, -1.3, 1.8], [-0.6, 0.6, -0.8], [-0.2, 0.3, -0.9], [0.1, 1.3, -0.2], [0.2, 1.0, 0.1], [0.3, -0.3, 0.9]],
  "smiles": "[H]/N=C\\Cl.Br",
  "de_lowest_kcal_mol": 18.4,
  "lumo_ev": 0.738,
  "homo_lumo_gap_ev": 11.662
}

=====

Record 5
{
  "formula": "CH3BrI2Si",
  "method": "wB97M-V/def2-TZVPD",
  "elements": ["C", "Si", "Br", "I", "I", "H", "H", "H"],
  "xyz": [[-0.211, 0.644, -0.760], [1.037, 2.080, -0.967], [2.499, -0.789, -3.314], [0.240, 4.248, -0.076], [3.220, 1.500, 0.023], [-0.046, -0.037, 0.029], [-1.209, 0.883, -0.681], [0.037, 0.205, -1.831]],
  "forces_ev_per_a": [[2.6, 0.3, -3.8], [0.3, -1.3, 2.2], [-0.5, 0.8, 0.4], [0.4, -0.7, -0.8], [-0.9, 0.5, -0.6], [1.1, -0.8, 0.8], [-2.3, 1.1, -0.3], [-0.8, 0.0, 2.2]],
  "de_lowest_kcal_mol": 94.2,
  "lumo_ev": [-3.948, -3.955],
  "homo_lumo_gap_ev": [4.202, 4.187]
}

=====

Record 6
{
  "formula": "CH3BrN4",
  "method": "wB97M-V/def2-TZVPD",
  "elements": ["C", "N", "N", "N", "N", "Br", "H", "H", "H"],
  "xyz": [[0.380, 0.919, -0.253], [1.114, 0.210, 0.785], [0.457, -0.674, 1.341], [-0.740, -0.766, 0.820], [-0.819, 0.067, -0.500], [-0.665, -1.051, -1.987], [0.128, 1.944, 0.163], [1.175, 1.033, -1.027], [-1.030, -1.682, 0.658]],
  "forces_ev_per_a": [[0.6, -0.2, 0.4], [1.6, 0.5, 1.4], [1.5, 0.5, -0.6], [-2.0, 2.5, -2.1], [0.2, 0.3, 2.2], [0.3, -0.4, -0.4], [-0.2, -1.2, -0.5], [-1.3, -0.1, -0.1], [-0.7, -1.9, -0.2]],
  "smiles": "BrN1CN=NN1",
  "de_lowest_kcal_mol": 9.3,
  "lumo_ev": 0.081,
  "homo_lumo_gap_ev": 9.747
}